[1]
C20H17FN6O7Zr as an isolated structure, computed with ωB97M-V with the def2-TZVPD basis set.

Results
Frontier orbital gap (eV): 8.46
Calculated total energy (Ha): -1774.26223
HOMO (eV): -15.1
ΔE to the lowest compared entry with this formula, charge and spin (eV): 0.000
Charge: +2

Last column: Löwdin charge in e.
Positions of all 52 atoms, in Å:
Zr  -0.2952  -0.2813  0.4187  1.97
O  -1.9224  -4.0338  1.5073  0.18
C  -1.4081  -3.1050  0.9618  -0.40
N  -1.5681  -1.7352  1.2516  -0.04
C  -2.3743  -1.3922  2.3573  -0.40
O  -2.8557  -2.1281  3.1644  0.18
C  -2.5840  0.0977  2.4376  -0.17
C  -3.3439  0.6443  3.4500  0.05
C  -3.5157  2.0203  3.4619  0.02
C  -2.9051  2.7887  2.4768  -0.01
C  -2.1219  2.1645  1.5274  -0.10
N  -1.9646  0.8326  1.5028  -0.04
C  -0.4724  -3.3157  -0.1993  -0.17
C  -0.2622  -4.5806  -0.7063  0.05
C  0.6189  -4.7294  -1.7660  0.01
C  1.2599  -3.6060  -2.2723  -0.01
C  1.0038  -2.3752  -1.7045  -0.09
N  0.1443  -2.2253  -0.6839  -0.02
H  -3.7854  -0.0137  4.1853  0.14
H  -4.1137  2.4917  4.2302  0.13
H  -3.0197  3.8629  2.4551  0.13
H  -1.5978  2.7371  0.7714  0.13
H  -0.7865  -5.4128  -0.2576  0.14
H  0.8083  -5.7068  -2.1889  0.13
H  1.9577  -3.6838  -3.0935  0.13
H  1.4973  -1.4799  -2.0564  0.11
C  -3.4993  0.3820  -2.2198  0.05
C  -2.0362  0.6428  -2.2859  -0.47
N  -1.5162  1.1885  -3.3597  0.26
O  -1.2950  0.3221  -1.3102  -0.17
H  -4.0401  0.8148  -3.0569  0.10
H  -3.8901  0.7741  -1.2810  0.10
H  -3.6577  -0.6982  -2.2089  0.12
H  -2.0915  1.4541  -4.1444  0.15
H  -0.5223  1.3464  -3.4194  0.14
F  5.9566  3.6573  -0.5780  0.16
C  4.8926  2.8855  -0.5952  -0.18
C  4.4925  2.2245  0.4897  0.09
N  3.3586  1.4008  0.4974  0.04
C  3.1386  0.6155  1.7211  0.02
C  1.6932  0.2163  1.7787  -0.60
O  0.7766  1.0958  1.7478  -0.07
O  1.3758  -0.9953  1.6458  -0.04
C  2.6145  1.2443  -0.6243  -0.39
O  1.5751  0.5338  -0.7202  -0.10
N  3.0341  1.9238  -1.7125  0.24
C  4.1607  2.7811  -1.8559  -0.35
O  4.4010  3.3016  -2.9008  0.19
H  5.0356  2.2962  1.4210  0.16
H  3.3802  1.2427  2.5788  0.16
H  3.7643  -0.2752  1.7246  0.16
H  2.5049  1.7900  -2.5626  0.17


[2]
C5H4N4 in the gas phase in a non-equilibrium geometry, computed with ωB97M-V with the def2-TZVPD basis set.

Results
Frontier orbital gap (eV): 9.55
Calculated total energy (Ha): -411.86366
SMILES: [H]/N=C(/C#N)c1cn[nH]c1
HOMO (eV): -9.8
ΔE to the lowest compared entry with this formula, charge and spin (eV): 3.119

Last column: Löwdin charge in e.
Positions of all 13 atoms, in Å:
H  -2.5781  0.2224  -1.3472  0.06
N  -1.9797  1.0440  -1.3494  0.15
C  -0.9498  1.0166  -0.6023  -0.35
C  -0.0485  2.2661  -0.6529  -0.12
N  0.7404  3.2149  -0.7290  0.12
C  -0.2104  -0.0798  0.0272  -0.18
C  -0.5188  -1.5278  0.0513  -0.08
N  0.4886  -2.2054  0.6658  0.02
N  1.4213  -1.2413  0.9456  -0.08
C  1.1128  -0.0168  0.5858  -0.08
H  -1.5418  -2.0016  -0.1638  0.13
H  2.1439  -1.4949  1.7609  0.22
H  1.9202  0.8034  0.8078  0.17


[3]
C29H42F9IInO12S as an isolated structure in a non-equilibrium geometry, computed with ωB97M-V with the def2-TZVPD basis set.

Results
Frontier orbital gap (eV): 7.73
Calculated total energy (Ha): -3817.98319
HOMO (eV): -5.8
Charge: -1

Last column: Löwdin charge in e.
Positions of all 95 atoms, in Å:
C  0.9684  -2.2155  -6.1057  -0.07
C  2.2193  -1.5777  -5.5425  -0.28
O  1.9773  -0.8310  -4.3727  -0.14
C  1.3167  0.4006  -4.6192  -0.23
C  0.2901  0.6319  -3.5309  -0.18
C  -0.0128  2.1292  -3.3291  -0.20
C  0.4384  2.6603  -1.9625  -0.31
C  -0.6261  2.6147  -0.8695  -0.28
In  -1.2873  0.6413  -0.0875  0.66
C  -3.5359  0.5809  0.1970  -0.28
C  -4.2265  -0.6569  -0.1748  -0.88
O  -5.0654  -1.2495  0.4795  -0.07
I  -3.8234  -1.5127  -2.1612  0.69
S  -0.1592  0.4179  2.2257  0.61
O  -0.2950  1.6963  2.9188  -0.43
O  -0.6319  -0.7296  2.9854  -0.41
C  1.6915  0.1570  1.9509  -0.51
F  1.8272  -1.0927  1.4706  0.10
F  2.0571  1.0119  0.9750  0.09
C  2.6016  0.3244  3.2043  -0.36
F  1.8837  0.7400  4.2674  0.12
F  3.1183  -0.8863  3.5360  0.13
C  3.8331  1.2374  3.0057  -0.35
F  4.5629  1.1565  4.1356  0.15
F  4.5746  0.7493  1.9957  0.16
C  3.5282  2.7451  2.7250  -0.51
F  2.3085  3.0774  3.1475  0.19
F  4.4363  3.4958  3.3875  0.15
F  3.6414  3.0174  1.4172  0.17
H  1.1765  -2.5958  -7.1022  0.07
H  0.1660  -1.4918  -6.1901  0.06
H  0.6214  -3.0242  -5.4767  0.08
H  2.6811  -0.9293  -6.2875  0.11
H  2.9237  -2.3519  -5.2712  0.11
H  0.8356  0.4212  -5.5901  0.09
H  2.0556  1.2012  -4.5883  0.12
H  -0.6205  0.0933  -3.7510  0.10
H  0.7163  0.2314  -2.6259  0.08
H  -1.0777  2.3113  -3.4072  0.10
H  0.4651  2.6900  -4.1270  0.10
H  0.6854  3.7140  -2.1091  0.09
H  1.3644  2.1766  -1.6673  0.10
H  -0.2309  3.1486  -0.0101  0.03
H  -1.4983  3.1726  -1.1917  0.03
H  -0.8046  -0.7626  -1.0092  -0.07
H  -3.9189  1.3679  -0.4407  0.05
H  -3.7566  0.8126  1.2294  0.05
O  -7.7056  1.9700  -2.2961  0.12
C  -8.0676  1.1939  -1.4648  -0.49
O  -7.2984  0.8187  -0.4201  0.02
C  -7.9553  -0.1994  0.3521  -0.16
C  -9.4379  -0.0406  0.0372  -0.16
C  -9.3984  0.4630  -1.4046  -0.08
H  -7.5603  -1.1689  0.0449  0.12
H  -7.7230  -0.0455  1.4023  0.13
H  -10.0047  -0.9595  0.1760  0.11
H  -9.8737  0.7250  0.6815  0.11
H  -9.3719  -0.3552  -2.1253  0.13
H  -10.2150  1.1378  -1.6440  0.12
O  4.3068  -6.6655  6.6993  0.11
C  4.5039  -5.5420  6.3416  -0.49
O  5.7467  -5.0720  6.0759  0.02
C  5.6893  -3.6621  5.7739  -0.15
C  4.2604  -3.4095  5.3225  -0.16
C  3.4853  -4.4364  6.1406  -0.07
H  5.9390  -3.1063  6.6796  0.12
H  6.4250  -3.4353  5.0057  0.12
H  3.9365  -2.3841  5.4786  0.09
H  4.1594  -3.6374  4.2602  0.12
H  3.2024  -4.0397  7.1169  0.12
H  2.6080  -4.8114  5.6217  0.13
O  3.8152  -1.4522  8.1389  0.11
C  3.1816  -0.4411  8.2036  -0.48
O  3.6699  0.6933  8.7562  0.03
C  2.6534  1.7128  8.7720  -0.15
C  1.6624  1.3100  7.6873  -0.14
C  1.7596  -0.2135  7.7275  -0.06
H  2.1992  1.7277  9.7656  0.12
H  3.1220  2.6756  8.5848  0.12
H  0.6607  1.6987  7.8559  0.12
H  2.0046  1.6734  6.7179  0.11
H  1.0781  -0.6535  8.4569  0.13
H  1.6028  -0.6719  6.7550  0.12
O  -1.6286  1.1292  -7.0537  0.14
C  -1.0446  1.0098  -8.0835  -0.49
O  0.3115  0.9592  -8.1554  0.01
C  0.7360  0.9156  -9.5258  -0.16
C  -0.4624  0.3816  -10.3011  -0.16
C  -1.6326  0.9214  -9.4802  -0.07
H  1.0129  1.9266  -9.8337  0.13
H  1.6092  0.2718  -9.6011  0.12
H  -0.4675  0.6890  -11.3452  0.11
H  -0.4646  -0.7087  -10.2706  0.12
H  -1.9277  1.9238  -9.7928  0.13
H  -2.4971  0.2651  -9.4873  0.12


[4]
C30H35BrN4O2P2S3Zn as an isolated structure, computed with ωB97M-V with the def2-TZVPD basis set.

Results
Frontier orbital gap (eV): 6.57
Calculated total energy (Ha): -7764.28752
HOMO (eV): -7.0
ΔE to the lowest compared entry with this formula, charge and spin (eV): 0.571

Last column: Löwdin charge in e.
Positions of all 78 atoms, in Å:
Zn  -1.2312  -1.1695  -0.8892  0.39
O  -0.7752  1.3687  -6.0206  0.06
C  -1.8396  0.5260  -5.8684  -0.26
C  -2.6666  0.3765  -6.9796  -0.02
C  -3.7714  -0.4495  -6.9202  -0.08
C  -4.0644  -1.1441  -5.7502  -0.09
C  -3.2453  -0.9818  -4.6499  -0.04
C  -2.1293  -0.1512  -4.6860  -0.11
C  -1.3420  0.0401  -3.3980  -0.42
O  -1.0026  -1.1143  -2.7801  -0.29
N  -2.2239  0.8899  -2.5121  0.04
N  -2.1339  0.6990  -1.1899  -0.07
C  -2.4595  1.6028  -0.3468  -0.20
C  -2.4220  1.3735  1.0892  -0.63
Br  -2.8107  -0.4322  1.6026  0.77
C  -2.1603  2.2631  2.0470  -0.10
C  -1.7653  3.6689  1.8976  -0.20
C  -1.2227  4.2356  0.7405  -0.04
C  -0.8430  5.5683  0.7211  -0.07
C  -0.9571  6.3533  1.8575  -0.08
C  -1.4730  5.8001  3.0214  -0.08
C  -1.8808  4.4787  3.0340  -0.04
H  -0.1973  1.3223  -5.2532  0.09
H  -2.4188  0.9243  -7.8800  0.12
H  -4.4156  -0.5393  -7.7855  0.10
H  -4.9289  -1.7933  -5.7008  0.10
H  -3.4646  -1.4902  -3.7188  0.10
H  -0.4410  0.6552  -3.5904  0.13
H  -2.3670  1.8423  -2.8258  0.15
H  -2.8032  2.5766  -0.6872  0.14
H  -2.2345  1.9219  3.0728  0.11
H  -1.0194  3.6258  -0.1266  0.09
H  -0.4144  5.9845  -0.1817  0.11
H  -0.6161  7.3804  1.8485  0.11
H  -1.5475  6.3959  3.9218  0.11
H  -2.2936  4.0492  3.9398  0.11
C  -2.8708  -4.8432  -0.2338  -0.26
P  -2.0485  -3.5477  -1.2358  0.85
C  -2.4811  -4.0443  -2.9353  -0.26
C  -0.2994  -4.1129  -1.1520  -0.42
C  0.3019  -3.7823  0.2165  -0.42
P  0.6529  -1.9550  0.3773  0.73
C  2.2859  -1.8897  -0.4449  -0.26
C  0.9745  -1.9337  2.1686  -0.26
H  -3.9508  -4.7711  -0.3661  0.04
H  -2.6507  -4.7078  0.8246  0.03
H  -2.5349  -5.8307  -0.5534  0.05
H  -2.1751  -5.0759  -3.1143  0.05
H  -1.9721  -3.3726  -3.6251  0.03
H  -3.5572  -3.9545  -3.0867  0.05
H  0.2453  -3.5984  -1.9503  0.08
H  -0.2700  -5.1865  -1.3553  0.09
H  1.2203  -4.3478  0.3843  0.08
H  -0.3919  -4.0592  1.0165  0.07
H  2.7780  -2.8618  -0.3935  0.05
H  2.8919  -1.1338  0.0451  0.02
H  2.1505  -1.5951  -1.4850  0.04
H  1.6171  -2.7828  2.4103  0.06
H  0.0313  -2.0269  2.7090  0.04
H  1.4588  -1.0034  2.4488  -0.01
S  5.2495  4.0588  2.8731  0.58
C  4.1902  2.8608  2.4445  -1.09
S  3.0950  3.1045  1.1112  0.94
C  2.3609  1.5258  1.3828  -1.12
N  2.9283  0.8946  2.3547  -0.03
N  3.9499  1.6194  2.9530  -0.13
C  4.6382  0.9281  3.9979  -0.17
C  5.6106  1.5226  4.7984  -0.05
C  6.2579  0.7768  5.7749  -0.08
C  5.9483  -0.5562  5.9826  -0.10
C  4.9657  -1.1431  5.1992  -0.09
C  4.3157  -0.4156  4.2178  -0.03
S  1.0656  0.9573  0.4286  0.50
H  5.8716  2.5578  4.6689  0.02
H  7.0136  1.2602  6.3809  0.10
H  6.4612  -1.1291  6.7446  0.10
H  4.6986  -2.1818  5.3500  0.10
H  3.5547  -0.8814  3.6148  0.08